No. 1
{
  "formula": "C30H27Cl2N5O5Ti",
  "method": "ωB97M-V/def2-TZVPD",
  "e_above_lowest_kcal_mol": 0.0,
  "spin_multiplicity": 2,
  "gap_ev": [6.95, 6.97],
  "e_lumo_ev": [-3.8, -3.8],
  "homo_energy_ev": [-10.726, -10.724],
  "charge": 1,
  "species": ["H", "H", "N", "C", "C", "C", "C", "C", "C", "H", "H", "C", "Cl", "H", "H", "C", "C", "H", "H", "H", "C", "C", "C", "C", "H", "H", "C", "H", "Ti", "C", "C", "H", "N", "C", "H", "C", "C", "H", "C", "C", "C", "C", "H", "H", "N", "C", "O", "H", "H", "C", "H", "N", "O", "H", "O", "H", "H", "H", "H", "Cl", "H", "C", "N", "O", "C", "C", "C", "C", "H", "O"],
  "positions_angstrom": [[4.4000, 8.5758, -1.4944], [-3.4794, 3.7463, -3.8402], [5.2290, 4.6074, 0.6613], [-1.1279, -0.3721, 1.5142], [-1.5443, -3.9700, -2.1714], [5.7589, 8.7695, 0.1478], [0.5431, 4.8701, 0.8076], [-2.7073, 1.1954, -1.7665], [2.9434, -1.1222, -0.3058], [2.9850, 5.5488, 0.7440], [-5.6916, 3.4596, -2.7616], [-4.2307, -0.0038, -0.1693], [3.4401, -2.7902, -0.3692], [-3.9554, -1.6171, 0.9125], [5.3547, 10.6509, -0.8183], [1.3634, 2.6703, 0.3944], [1.6842, -0.8127, -1.1028], [4.1060, 6.1523, -1.2533], [-0.8636, -3.9740, 1.9974], [5.7494, 10.7865, 0.8958], [-2.5425, 2.1882, -2.7295], [-0.9174, 2.9974, 0.6060], [5.9794, 10.2465, -0.0236], [-3.6172, 2.9779, -3.0905], [3.7656, -0.4626, -0.5582], [-2.2190, -5.1100, 1.7055], [-1.9452, -4.1079, 2.0366], [-1.5623, 2.3255, -3.1664], [-0.2151, 0.1616, -0.3306], [-0.7380, 4.3506, 0.8112], [-2.2049, -2.9692, -2.8729], [0.7030, 5.9300, 0.9666], [-3.7564, -1.1946, 0.0069], [1.6284, 4.0213, 0.6052], [-0.9566, -4.7016, -2.7095], [5.3734, 6.0082, 0.4761], [-2.9332, -2.0176, -2.1845], [6.0639, 4.0550, 0.7768], [-3.9729, 0.9829, -1.1908], [6.2257, 6.7072, 1.3265], [-2.3801, -3.1229, -0.0930], [-4.8662, 2.8185, -2.4876], [-2.1510, -2.9288, -3.9513], [-4.9380, 0.2917, 0.5994], [0.1187, 2.1799, 0.3907], [-2.9954, -2.0810, -0.8006], [4.1536, 2.6240, 0.5230], [-2.2944, -3.9411, 3.0497], [-1.5936, 4.9868, 0.9857], [4.9115, 8.0589, -0.6914], [6.7300, 6.1793, 2.1264], [-1.6921, -0.5059, 2.5159], [0.6880, -1.5803, -0.9864], [-1.8994, 2.5442, 0.6432], [-2.5908, -3.1167, 1.2366], [2.1762, 1.9851, 0.2359], [7.0202, 10.4571, -0.2739], [-5.9935, 1.7124, -1.0498], [-1.1142, -4.8486, -0.2656], [2.3558, -0.6346, 1.3324], [-3.4596, -1.2429, -2.7221], [-5.0321, 1.8428, -1.5319], [2.9136, 4.5537, 0.5977], [1.5307, 0.3728, -1.5096], [-1.6281, -4.0584, -0.7918], [4.1015, 3.8391, 0.5760], [6.4203, 8.0647, 1.1531], [4.7271, 6.6891, -0.5471], [7.0908, 8.5919, 1.8213], [-1.6769, 0.4780, -1.3417]],
  "mulliken_charge": [0.317, 0.437, -0.059, 0.364, -0.824, 0.661, -0.511, 0.112, 0.143, 0.253, 0.424, -0.442, -0.129, 0.308, 0.336, -0.395, 0.575, 0.514, 0.359, 0.335, -0.496, -0.327, -1.378, -0.557, 0.412, 0.415, -0.983, 0.519, 0.222, -1.166, -0.881, 0.423, 0.286, 0.115, 0.423, 0.136, -0.290, 0.325, 1.003, -0.650, 0.945, -0.734, 0.435, 0.449, 0.629, -0.114, -0.706, 0.275, 0.431, -0.565, 0.430, -0.718, -0.261, 0.473, -0.419, 0.754, 0.331, 0.467, 0.463, -0.098, 0.587, -0.866, -0.049, -0.538, -0.479, 0.291, -0.643, -0.204, 0.390, -0.285]
}



No. 2
{
  "formula": "C21H37BaClN3O7S",
  "method": "ωB97M-V/def2-TZVPD",
  "e_above_lowest_kcal_mol": 115.7,
  "gap_ev": 6.16,
  "e_lumo_ev": 2.3,
  "homo_energy_ev": -3.904,
  "charge": -1,
  "species": ["Ba", "O", "H", "H", "H", "H", "H", "C", "H", "O", "H", "H", "O", "C", "H", "C", "H", "C", "C", "C", "H", "C", "O", "C", "H", "H", "Cl", "C", "C", "O", "H", "H", "H", "N", "H", "C", "H", "H", "H", "H", "H", "N", "C", "C", "C", "H", "H", "C", "S", "N", "H", "O", "H", "H", "H", "C", "C", "H", "H", "H", "H", "C", "C", "H", "H", "H", "H", "C", "H", "O", "C"],
  "positions_angstrom": [[0.3461, 0.4499, -0.0156], [3.1744, 1.4626, 1.2032], [1.8373, 0.0493, 3.6031], [5.6015, -1.0029, 0.3727], [-1.7400, 0.1592, -2.2949], [-3.1982, -0.7715, -1.9705], [0.2407, -2.0594, 1.7373], [-2.7148, 1.8598, -0.4037], [0.0783, -1.5357, 4.0362], [4.0567, -0.3993, 2.5115], [0.1254, -3.2972, -1.2865], [5.1027, 3.3739, -1.5486], [-1.5407, -0.8527, 0.6962], [-1.3391, -3.0985, 0.6909], [-0.3448, -1.9525, -4.0684], [-4.8972, 2.8219, -0.0978], [1.2434, -2.4284, -3.4173], [-3.5978, 3.1982, -2.1929], [-0.5126, -5.3775, 2.0188], [-2.1837, -0.8537, -2.3733], [1.4275, 1.7476, 3.2228], [-1.8161, -1.8915, -0.0967], [2.3323, -0.8039, 0.8800], [4.4207, 2.7580, -2.1406], [-2.1315, -6.3597, 0.9761], [-2.0337, 0.9722, 2.6907], [0.6061, -0.4181, -2.5714], [-1.4238, -1.8713, -1.5731], [-1.5995, -5.4275, 1.1432], [-0.4688, 1.8961, 1.8074], [-4.7881, 2.3024, 0.8643], [-2.9048, 1.2910, 0.5477], [-5.0474, 3.8919, 0.0716], [-3.7091, 2.6190, -0.8589], [-1.6116, -1.0783, 3.6403], [4.9373, -0.1976, 0.0166], [4.6241, 1.6945, -1.9549], [-4.5322, 3.0071, -2.7288], [-5.7520, 2.4138, -0.6460], [1.2231, 1.1137, 4.9052], [-2.7591, 2.7477, -2.7371], [-0.2066, 0.4516, 3.5297], [-0.6896, -0.7586, 4.1436], [-0.3957, -2.6471, -2.0027], [2.6162, 4.4277, -1.7001], [-3.4449, 4.2827, -2.1135], [4.6015, -0.4510, -0.9990], [2.2508, 2.0889, -1.4306], [3.4635, 0.0280, 1.2670], [3.0895, 3.0514, -1.7684], [2.4776, 1.0403, -1.7820], [-1.6890, 1.8246, -1.0988], [1.0005, -4.1111, 2.9144], [5.5516, 0.7233, -0.0353], [3.3004, 5.0022, -1.0697], [1.1554, 0.8800, 3.8326], [0.1674, -2.6778, -3.4205], [-2.2032, -1.1183, -3.4337], [4.5509, 2.9777, -3.2037], [2.6362, 4.8485, -2.7123], [-0.1860, -6.2798, 2.5374], [-2.0167, -4.2827, 0.4782], [0.1540, -4.1685, 2.2344], [-2.9044, -1.8084, -0.0691], [-2.8537, -4.2935, -0.2182], [1.5994, 4.4663, -1.2961], [0.0638, -3.6676, -3.8415], [-0.2616, -3.0146, 1.5708], [-0.8862, -0.5857, 5.2088], [1.2709, 2.5146, -0.8035], [-0.9424, 1.1045, 2.6230]],
  "mulliken_charge": [1.608, -0.637, 0.296, 0.400, 0.138, 0.465, 0.496, 0.878, 0.286, -0.656, 0.239, 0.285, -0.744, -0.833, 0.343, -0.987, 0.264, -0.973, -0.531, -1.353, 0.310, 0.015, -0.563, -0.837, 0.371, 0.448, -0.559, 0.373, -0.658, -0.703, 0.267, -0.308, 0.329, 0.316, 0.335, -1.157, 0.146, 0.346, 0.329, 0.305, 0.234, 0.443, -1.022, 0.354, -0.932, 0.306, 0.256, 0.338, 1.080, 0.361, 0.162, -0.721, 0.433, 0.312, 0.309, -0.892, -1.542, 0.351, 0.319, 0.324, 0.362, -0.195, -1.014, 0.357, 0.396, 0.204, 0.429, 0.731, 0.337, -1.038, -0.131]
}



No. 3
{
  "formula": "B2F8Rb",
  "method": "ωB97M-V/def2-TZVPD",
  "e_above_lowest_kcal_mol": 21.5,
  "gap_ev": 9.55,
  "e_lumo_ev": 1.6,
  "homo_energy_ev": -7.977,
  "charge": -1,
  "species": ["F", "B", "F", "F", "F", "F", "Rb", "B", "F", "F", "F"],
  "positions_angstrom": [[-26.9716, -8.0637, -3.5045], [-26.6780, -7.5756, -2.2118], [-27.5452, -11.4953, 0.0183], [-28.3761, -10.4752, 1.8818], [-26.1303, -8.6462, -1.4673], [-29.7467, -11.7944, 0.5809], [-26.2369, -8.9784, 1.3284], [-28.6820, -10.8729, 0.5532], [-27.8676, -7.0811, -1.6362], [-25.7072, -6.5467, -2.2964], [-29.0255, -9.7497, -0.1966]],
  "mulliken_charge": [-0.392, 0.565, -0.371, -0.430, -0.384, -0.390, 1.012, 0.508, -0.390, -0.403, -0.326]
}



No. 4
{
  "formula": "C3H2Br4",
  "method": "ωB97M-V/def2-TZVPD",
  "e_above_lowest_kcal_mol": 24.8,
  "gap_ev": 8.92,
  "e_lumo_ev": -1.1,
  "homo_energy_ev": -10.007,
  "smiles": "BrC1(Br)CC1(Br)Br",
  "species": ["H", "H", "C", "C", "C", "Br", "Br", "Br", "Br"],
  "positions_angstrom": [[1.8075, -0.3348, 0.7136], [1.5393, 0.4477, -0.8851], [-0.3097, -0.7337, -0.3188], [0.9912, -0.0835, -0.0044], [-0.3458, 0.5724, 0.4430], [-1.0107, 0.9604, 2.1948], [-1.0716, 2.3342, -0.7543], [-0.6563, -2.2003, 0.8184], [-0.9440, -0.9624, -2.2072]],
  "mulliken_charge": [0.239, 0.232, 0.183, -0.306, -0.120, 0.010, -0.141, -0.048, -0.049]
}



No. 5
{
  "formula": "C6H12BNO2",
  "method": "ωB97M-V/def2-TZVPD",
  "e_above_lowest_kcal_mol": 56.9,
  "spin_multiplicity": 3,
  "gap_ev": [4.78, 7.41],
  "e_lumo_ev": [0.3, -2.5],
  "homo_energy_ev": [-4.503, -9.943],
  "species": ["O", "H", "C", "C", "H", "C", "C", "C", "C", "N", "H", "H", "H", "B", "H", "H", "O", "H", "H", "H", "H", "H"],
  "positions_angstrom": [[3.0167, -0.6301, -2.1847], [-1.8015, -1.1392, 1.4706], [-1.8027, 0.0491, -0.9422], [-0.9559, 0.4398, 0.3452], [3.0682, -1.2086, 0.9614], [-1.6562, -0.0347, 1.5243], [-0.8422, 1.9873, 0.3941], [2.3287, -1.5105, 0.2072], [0.4442, -0.2640, 0.0808], [0.9673, -1.0879, 0.8443], [2.4261, -2.5545, 0.1956], [-1.6996, -1.0584, -1.2750], [-0.7129, 2.4502, -0.6686], [2.2865, -0.5736, -1.0960], [-1.0905, 0.2332, 2.5431], [-2.8921, 0.4751, -0.7828], [1.0926, 0.0916, -1.0270], [-2.5665, 0.5869, 1.5995], [-1.8171, 2.3239, 0.7401], [-0.0973, 2.2904, 1.0211], [-1.3005, 0.5680, -1.7605], [3.6047, -1.4339, -2.1906]],
  "mulliken_charge": [-0.560, 0.341, -1.268, 2.140, 0.282, -1.664, -1.584, -0.617, -0.383, -0.441, 0.389, 0.311, 0.274, 0.629, 0.288, 0.291, -0.484, 0.446, 0.425, 0.472, 0.378, 0.336]
}



No. 6
{
  "formula": "C2H6FPS2",
  "method": "ωB97M-V/def2-TZVPD",
  "e_above_lowest_kcal_mol": 78.7,
  "gap_ev": [7.59, 5.98],
  "e_lumo_ev": [-2.1, -2.8],
  "homo_energy_ev": [-9.664, -8.741],
  "species": ["H", "H", "P", "H", "S", "H", "H", "C", "S", "C", "F", "H"],
  "positions_angstrom": [[1.8417, -1.4978, -0.7880], [0.1783, -1.8662, -1.6473], [-1.3162, 0.3636, -0.0815], [1.0742, 0.6372, 0.0233], [0.0656, 2.4042, 3.0915], [0.6251, 1.6398, 3.9199], [0.4546, 0.4950, -1.6938], [0.3455, 0.0997, -0.7175], [-2.9140, -0.6066, -0.7221], [0.6820, -1.4445, -0.6955], [-1.3825, 1.7596, -0.8825], [0.3456, -1.9841, 0.1935]],
  "mulliken_charge": [0.279, 0.294, 0.390, 0.264, -0.141, 0.137, 0.334, -0.345, -0.295, -1.001, -0.265, 0.350]
}



No. 7
{
  "formula": "H27O14",
  "method": "ωB97M-V/def2-TZVPD",
  "e_above_lowest_kcal_mol": 49.2,
  "gap_ev": 9.12,
  "e_lumo_ev": 2.6,
  "homo_energy_ev": -6.519,
  "charge": -1,
  "species": ["H", "H", "O", "O", "H", "O", "O", "H", "H", "H", "H", "H", "O", "H", "O", "H", "O", "H", "O", "H", "O", "H", "H", "H", "H", "H", "H", "H", "H", "O", "H", "O", "O", "O", "H", "H", "H", "H", "O", "H", "H"],
  "positions_angstrom": [[-0.7292, 0.7085, -0.6968], [-1.6127, -2.1325, 2.8750], [-0.5772, 2.7047, -3.8940], [-1.1366, -1.3098, 2.9539], [-0.8637, -0.0687, 4.5804], [-4.1087, -0.3125, -0.3609], [4.4884, 1.2549, -0.5061], [1.1982, -2.5424, -2.8941], [-1.7570, 0.0405, -2.5648], [1.6776, 1.5213, -2.1891], [3.7261, 0.6946, -0.6619], [-3.3111, 0.1516, -0.6481], [-0.4053, -0.1042, 5.4388], [0.9160, -0.8596, -1.4534], [3.9204, -2.6371, -0.2053], [0.1039, 0.2143, 0.5705], [-0.2290, 0.9956, 0.1404], [-1.1923, 3.2927, -3.4617], [-1.3209, -0.2388, -1.8013], [2.0403, -0.6982, -0.5686], [-0.4963, -1.9895, -0.0837], [-4.3204, -0.0429, 0.5276], [-0.7267, 2.9813, 2.5694], [-0.5068, 1.7642, 1.5548], [-0.2694, 1.9481, -3.4015], [4.4331, -2.7946, -0.9929], [1.4647, -2.8869, -4.3227], [-3.5761, 0.4711, 3.3027], [-1.4358, -1.9793, 0.1533], [-0.7783, 2.0357, 2.4701], [-0.6460, -1.4326, -0.8845], [1.6475, 2.0751, -1.4101], [-3.6054, 1.1709, 2.6382], [0.8381, -3.0605, -3.6226], [0.7825, 2.2992, -1.0758], [4.0204, 2.0932, -0.3930], [-2.6425, 1.2823, 2.5285], [3.0789, -2.2175, -0.3714], [1.8319, -1.1728, -1.3750], [-0.3588, -1.4721, 2.4047], [0.4382, 0.2523, 5.1309]],
  "mulliken_charge": [0.378, 0.261, -0.653, -0.525, 0.312, -0.673, -0.658, 0.374, 0.050, 0.279, 0.355, 0.313, -0.656, 0.274, -0.646, 0.118, -0.543, 0.311, -0.838, 0.350, -0.597, 0.342, 0.255, 0.487, 0.295, 0.283, 0.295, 0.315, 0.349, -0.633, 0.135, -0.549, -0.670, -0.625, 0.268, 0.337, 0.367, 0.420, -0.826, 0.269, 0.302]
}



No. 8
{
  "formula": "C4H9F",
  "method": "ωB97M-V/def2-TZVPD",
  "e_above_lowest_kcal_mol": 28.1,
  "gap_ev": 12.10,
  "e_lumo_ev": 1.1,
  "homo_energy_ev": -11.025,
  "smiles": "CC(C)CF",
  "species": ["H", "H", "H", "C", "H", "C", "C", "H", "C", "H", "F", "H", "H", "H"],
  "positions_angstrom": [[-0.0057, -2.2627, 0.3704], [-0.7608, 1.0379, -1.7027], [1.5659, -1.1926, 0.3178], [0.5139, -1.3072, 0.6208], [-0.8002, -0.5680, -2.1649], [-0.0333, 1.0683, 0.8397], [-0.2389, -0.0785, -0.0715], [-0.1663, 2.0865, 0.3004], [-0.2113, 0.1583, -1.5868], [0.4306, -1.2086, 1.7575], [-0.8223, 1.1937, 1.9929], [0.7711, 0.3679, -1.9398], [-1.2536, -0.3113, 0.1648], [1.0111, 1.0165, 1.1012]],
  "mulliken_charge": [0.338, 0.422, 0.350, -1.236, 0.329, -0.483, 0.592, 0.271, -1.387, 0.310, -0.300, 0.341, 0.164, 0.289]
}



Across the entries above, calculated total energy takes the values -97394.26115 -65233.44704 -23764.64283 -283310.81800 -12673.92651 -35846.27693 -29105.53291 -7010.49152 eV, respectively.